Record 1
{"formula": "C7H7I", "method": "ωB97M-V with the def2-TZVPD basis set", "e_lumo_ev": -0.1, "multiplicity": 1, "total_charge": 0, "fmax_ev_per_a": 3.75, "gap_ev": 8.472, "molar_mass_g_mol": 218.037, "homo_energy_ev": -8.583, "smiles": "C[C@]1(I)C#CC=CC1", "species": ["C", "C", "C", "C", "C", "C", "C", "I", "H", "H", "H", "H", "H", "H", "H"], "xyz": [[0.547, 2.072, 1.288], [1.191, 1.017, 1.049], [-0.645, 2.571, 0.604], [-1.065, 1.602, -0.186], [-0.499, 0.301, -0.473], [1.088, -0.038, 0.030], [1.321, -1.530, 0.240], [2.521, 0.596, -1.540], [-0.967, 3.645, 0.535], [-2.034, 1.789, -0.662], [-1.171, -0.408, -0.095], [-0.458, 0.096, -1.553], [0.709, -2.055, 1.009], [2.375, -1.610, 0.616], [1.387, -2.065, -0.737]], "nbo_charge": [-0.01, -0.04, -0.27, -0.15, -0.45, -0.12, -0.66, 0.06, 0.24, 0.22, 0.23, 0.24, 0.23, 0.23, 0.24]}

---

Record 2
{"formula": "C2HBr2ClOS", "method": "ωB97M-V with the def2-TZVPD basis set", "e_lumo_ev": -0.4, "multiplicity": 1, "total_charge": 0, "fmax_ev_per_a": 5.30, "gap_ev": 9.720, "molar_mass_g_mol": 268.357, "homo_energy_ev": -10.158, "species": ["C", "C", "O", "S", "Cl", "Br", "Br", "H"], "xyz": [[-0.593, -0.137, -0.314], [-0.907, -1.048, -1.250], [-1.269, 1.993, 0.904], [-1.990, 0.931, 0.263], [-2.536, -0.419, 1.745], [0.371, -2.339, -1.934], [-2.702, -1.296, -1.845], [0.324, -0.055, 0.106]], "nbo_charge": [-0.48, -0.17, -0.90, 1.32, -0.26, 0.11, 0.13, 0.25]}

---

Record 3
{"formula": "C31H27Cl2N2O5W", "method": "ωB97M-V with the def2-TZVPD basis set", "e_lumo_ev": -4.6, "multiplicity": 1, "total_charge": 1, "fmax_ev_per_a": 0.11, "gap_ev": 6.650, "molar_mass_g_mol": 762.312, "homo_energy_ev": -11.207, "species": ["W", "C", "C", "C", "C", "C", "C", "C", "C", "C", "H", "H", "H", "H", "H", "H", "H", "H", "H", "H", "H", "H", "C", "O", "C", "C", "C", "C", "C", "C", "N", "N", "C", "O", "C", "C", "C", "C", "C", "C", "C", "O", "H", "H", "H", "H", "H", "H", "H", "H", "H", "H", "H", "H", "Cl", "C", "C", "C", "Cl", "C", "O", "C", "C", "O", "C", "H", "H", "H"], "xyz": [[0.231, -0.309, 0.206], [-1.127, -1.447, -4.483], [-1.442, -1.542, -3.019], [-0.718, -2.356, -2.181], [-1.046, -2.468, -0.810], [-0.488, -3.593, 0.023], [-2.067, -1.659, -0.306], [-2.842, -0.832, -1.161], [-3.987, -0.042, -0.605], [-2.518, -0.797, -2.494], [-1.962, -1.817, -5.080], [-0.241, -2.025, -4.740], [-0.965, -0.407, -4.768], [0.088, -2.961, -2.576], [-0.728, -3.472, 1.079], [0.587, -3.690, -0.095], [-0.947, -4.525, -0.315], [-2.398, -1.805, 0.716], [-3.621, 0.703, 0.103], [-4.678, -0.689, -0.061], [-4.537, 0.461, -1.398], [-3.096, -0.172, -3.165], [0.127, 2.165, -4.044], [-1.192, 2.211, -3.497], [-1.250, 2.724, -2.234], [-1.738, 4.002, -2.000], [-1.810, 4.511, -0.709], [-1.406, 3.754, 0.383], [-0.935, 2.468, 0.167], [-0.592, 1.478, 1.226], [-1.460, 0.434, 1.352], [-1.511, -0.120, 2.632], [-0.554, -0.925, 2.883], [0.385, -1.121, 1.917], [-0.396, -1.667, 4.139], [-1.323, -1.485, 5.165], [-1.180, -2.187, 6.347], [-0.119, -3.071, 6.510], [0.801, -3.253, 5.488], [0.665, -2.552, 4.300], [-0.851, 1.983, -1.130], [-0.306, 0.727, -1.241], [0.750, 1.446, -3.506], [0.590, 3.154, -4.009], [0.023, 1.853, -5.080], [-2.057, 4.591, -2.850], [-2.191, 5.511, -0.554], [-1.480, 4.149, 1.388], [-0.036, 1.812, 2.100], [-2.144, -0.796, 5.023], [-1.896, -2.048, 7.146], [-0.012, -3.619, 7.437], [1.625, -3.942, 5.616], [1.379, -2.690, 3.499], [7.316, -1.147, -1.973], [5.652, -1.216, -1.530], [4.908, -2.360, -1.850], [3.579, -2.466, -1.514], [2.716, -3.901, -1.914], [2.916, -1.418, -0.842], [1.652, -1.543, -0.518], [3.686, -0.276, -0.532], [3.107, 0.800, 0.175], [1.913, 0.923, 0.530], [5.054, -0.182, -0.871], [5.389, -3.180, -2.367], [3.764, 1.629, 0.456], [5.614, 0.706, -0.608]], "nbo_charge": [2.12, -0.64, 0.03, -0.20, -0.02, -0.65, -0.27, 0.05, -0.64, -0.20, 0.24, 0.22, 0.23, 0.22, 0.22, 0.24, 0.24, 0.24, 0.25, 0.23, 0.22, 0.23, -0.25, -0.51, 0.27, -0.23, -0.19, -0.21, -0.02, -0.16, -0.38, -0.28, 0.50, -0.69, -0.08, -0.18, -0.20, -0.17, -0.21, -0.19, 0.21, -0.65, 0.17, 0.19, 0.20, 0.24, 0.23, 0.23, 0.23, 0.24, 0.23, 0.23, 0.22, 0.22, 0.06, -0.06, -0.15, -0.11, 0.06, 0.46, -0.74, -0.29, 0.48, -0.61, -0.15, 0.26, 0.19, 0.24]}

---

Record 4
{"formula": "C25H34BKN8S3", "method": "ωB97M-V with the def2-TZVPD basis set", "e_lumo_ev": 4.1, "multiplicity": 1, "total_charge": -2, "fmax_ev_per_a": 3.50, "gap_ev": 3.747, "molar_mass_g_mol": 592.714, "homo_energy_ev": 0.320, "species": ["K", "C", "C", "C", "C", "C", "N", "N", "B", "N", "N", "C", "C", "C", "C", "C", "N", "N", "C", "C", "C", "C", "C", "H", "H", "H", "H", "H", "H", "H", "H", "H", "H", "H", "H", "H", "H", "H", "H", "H", "H", "H", "H", "H", "H", "S", "C", "C", "C", "C", "C", "C", "S", "H", "H", "H", "H", "S", "C", "N", "C", "C", "C", "N", "H", "H", "H", "H", "H", "H", "H", "H"], "xyz": [[-0.091, -0.352, -0.020], [-0.516, 3.532, -1.564], [0.711, 3.276, -0.833], [1.773, 4.178, -0.540], [2.648, 3.508, 0.301], [3.930, 4.084, 0.860], [2.134, 2.287, 0.577], [0.925, 2.117, -0.248], [2.271, 1.463, 1.923], [0.949, 1.555, 2.776], [-0.267, 1.011, 2.232], [-1.146, 1.015, 3.248], [-2.501, 0.389, 3.072], [-0.591, 1.581, 4.425], [0.696, 1.921, 4.045], [1.668, 2.607, 4.915], [2.746, -0.039, 1.676], [1.909, -1.057, 2.167], [2.681, -2.067, 2.607], [2.087, -3.214, 3.282], [4.052, -1.770, 2.271], [4.070, -0.520, 1.745], [5.251, 0.233, 1.199], [-0.274, 4.136, -2.477], [-1.296, 4.117, -0.974], [-0.929, 2.586, -1.890], [1.863, 5.225, -0.828], [4.031, 5.119, 0.413], [4.810, 3.510, 0.480], [3.896, 4.075, 1.972], [3.205, 2.022, 2.529], [-2.820, 0.632, 2.046], [-3.212, 0.893, 3.764], [-2.464, -0.724, 3.266], [-1.048, 1.679, 5.377], [1.099, 2.992, 5.780], [2.186, 3.435, 4.366], [2.418, 1.797, 5.171], [1.757, -2.986, 4.301], [2.802, -4.047, 3.284], [1.223, -3.583, 2.689], [4.937, -2.379, 2.419], [6.143, -0.373, 1.314], [5.321, 1.223, 1.698], [5.016, 0.396, 0.139], [0.470, -1.051, -3.163], [-0.697, -0.494, -4.235], [-0.456, -0.585, -5.622], [-1.447, -0.252, -6.509], [-2.614, 0.321, -6.048], [-2.844, 0.580, -4.722], [-1.980, 0.130, -3.723], [-2.392, 0.286, -2.079], [0.501, -1.002, -5.970], [-1.297, -0.421, -7.575], [-3.433, 0.480, -6.743], [-3.736, 1.124, -4.420], [-0.681, -3.423, -0.305], [-2.193, -3.472, -1.053], [-3.207, -3.850, -0.249], [-4.578, -4.080, -0.682], [-4.785, -3.323, -2.010], [-3.672, -3.655, -3.038], [-2.422, -3.294, -2.352], [-2.913, -4.248, 0.633], [-5.225, -3.688, 0.093], [-4.748, -5.187, -0.788], [-4.833, -2.199, -1.878], [-5.748, -3.634, -2.469], [-3.860, -3.036, -3.908], [-3.620, -4.719, -3.350], [-1.641, -2.792, -2.794]], "mulliken_charge": [0.82, -0.86, 0.35, -1.36, 0.79, -1.12, 0.28, 0.18, -0.58, 0.44, 0.00, 0.40, -1.30, -1.17, 0.76, -1.21, 1.36, -0.80, 0.49, -1.17, -1.09, 0.59, -1.16, 0.32, 0.14, 0.03, 0.29, 0.29, 0.19, 0.21, -0.19, 0.30, 0.36, 0.15, 0.43, 0.37, 0.18, 0.19, 0.21, 0.34, 0.18, 0.34, 0.35, 0.15, 0.28, -0.44, -0.15, -0.59, -0.31, -0.40, -0.58, 0.10, -0.43, 0.26, 0.29, 0.24, 0.26, -0.51, 0.20, -0.17, -0.56, -0.53, -0.59, 0.11, 0.21, 0.33, 0.27, 0.20, 0.39, 0.36, 0.29, 0.00]}